A) ORCA calculation (ωB97M-V/def2-TZVPD) on an isolated molecule of C3H8OS2.

Cartesian coordinates (Å):
H  1.8725  1.1062  1.5097
H  -0.6843  -1.6019  -0.2018
C  0.0271  -0.9600  -0.7400
S  -0.3975  -0.2446  2.0216
C  -0.0273  0.2917  0.2427
H  -0.7432  1.5944  -1.2977
O  1.1199  -1.7340  -0.8326
H  -0.2151  -1.5765  1.7995
H  -1.9316  0.5871  -0.4142
H  -1.0479  1.9893  0.5435
H  1.8762  -1.1326  -0.7817
S  1.6059  1.1217  0.1592
C  -1.0681  1.2010  -0.2797
H  -0.3865  -0.6417  -1.7285

Its LUMO energy is 0.591 eV. As for the structure (SMILES): CC(S)(S)CO. The HOMO-LUMO gap is 10.1 eV.



B) ORCA calculation (ωB97M-V/def2-TZVPD) on a cluster of 2 separate species, C3H8OS2 in total.

Cartesian coordinates (Å):
S  -1.6139  -0.9469  1.8176
S  -1.8651  -0.8809  -0.1602
O  2.6453  1.1543  -1.1235
H  4.6936  0.4269  -0.9486
C  -3.6131  -1.2416  -0.0458
H  -4.2489  -0.6670  -0.8650
H  4.1994  3.4983  -1.2517
H  5.7669  2.4212  -1.4557
H  -4.1409  -0.9829  0.8607
H  -3.6343  -2.1943  -0.3690
H  2.4786  1.3939  -1.9911
C  4.7446  2.5329  -1.1067
C  4.0612  1.3262  -1.0958
H  -1.7693  0.4093  1.9795

Its LUMO energy is 0.719 eV. As for the structure (SMILES): C=CO.CSS. The HOMO-LUMO gap is 9.7 eV.



Order of stability, best first: A), B)



A) ORCA calculation (ωB97M-V/def2-TZVPD) on an isolated molecule of C5H6N2O.

Cartesian coordinates (Å):
H  -2.4030  -0.8678  2.4449
H  2.6888  1.3160  0.0075
H  2.5909  0.7256  -1.7736
C  1.9162  1.3259  -0.9014
H  -1.3092  -2.2369  0.0515
C  -1.3913  -0.2362  0.1122
H  1.4781  2.3380  -0.7780
O  1.6914  -1.7320  -0.4786
C  0.5709  0.4439  -0.4919
C  0.6517  -0.9965  -0.5440
N  -2.5000  -0.3205  1.3237
C  -0.7045  -1.3784  -0.1408
N  -0.6334  0.9407  -0.3035
H  -2.6468  0.6781  1.4721

Its LUMO energy is -1.555 eV. As for the structure (SMILES): CC1=NC(N)=CC1=O. The HOMO-LUMO gap is 7.5 eV.



B) ORCA calculation (ωB97M-V/def2-TZVPD) on a cluster of 2 separate species, C5H6N2O in total.

Cartesian coordinates (Å):
C  -1.3270  -0.0495  -0.0598
C  0.3585  -1.8588  -0.1206
H  1.4131  -1.5637  -0.1398
C  1.5089  1.0489  -0.1301
N  -2.1842  0.5763  -0.6260
H  0.2844  1.9802  1.3140
H  0.2798  -2.7987  0.4222
H  0.0269  -2.0033  -1.1453
H  -0.3792  -0.7378  1.6348
O  -0.3372  2.4495  -0.5612
H  -2.0003  1.5074  -1.0021
C  0.3887  1.8644  0.2176
C  -0.4543  -0.8054  0.5590
N  2.4220  0.3905  -0.3625

Its LUMO energy (spin up / spin down) is -0.522 / -0.522 eV. As for the structure (SMILES): CC=C=N.N#CC=O. The HOMO-LUMO gap (spin up / spin down) is 8.7 / 8.7 eV.



Order of stability, best first: B), A)



A) ORCA calculation (ωB97M-V/def2-TZVPD) on an isolated molecule of C5H6N2O.

Cartesian coordinates (Å):
H  -0.4828  -1.8753  -0.0902
C  -1.0287  0.3503  -0.0677
H  3.0069  -0.3218  -0.1045
H  1.8113  1.7952  0.3893
H  2.4741  -1.8664  0.3924
H  -0.7067  2.5128  0.2215
N  -2.3039  0.3496  -0.0935
O  -2.9052  -0.9060  -0.0139
C  1.0767  1.1745  -0.1203
C  -0.2120  -0.8507  -0.0440
C  1.0651  -0.3465  -0.0642
H  -3.8646  -0.5934  -0.1692
N  2.2910  -1.0260  -0.1336
C  -0.2213  1.6036  -0.1020

Its LUMO energy is 0.068 eV. As for the structure (SMILES): NC1=C/C(=N\O)C=C1. The HOMO-LUMO gap is 8.1 eV.



B) ORCA calculation (ωB97M-V/def2-TZVPD) on a structure of composition C5H6N2O.

Cartesian coordinates (Å):
N  -1.6983  -1.2003  0.0804
H  -3.2806  0.0907  -1.0662
H  0.6955  2.0509  0.5409
C  1.6927  0.1007  0.3585
C  -0.4909  -1.5276  0.7207
N  0.3659  -0.6672  0.3336
H  1.8619  0.3905  1.3491
C  -0.0558  0.1099  -0.5313
H  -0.1828  -2.5697  1.2867
C  0.9739  1.2197  -0.2360
O  -2.5414  0.7705  -1.1090
C  -1.4428  0.0744  -0.5864
H  2.4814  -0.5390  -0.0367
H  1.6213  1.6966  -1.1044

Its LUMO energy is 0.804 eV. The HOMO-LUMO gap is 9.0 eV.



Order of stability, best first: A), B)



A) ORCA calculation (ωB97M-V/def2-TZVPD) on a cluster of 3 separate species, C5H6N2O in total.

Cartesian coordinates (Å):
H  0.4946  -3.1812  -0.5583
H  -1.2319  -3.0717  -0.0722
N  0.5829  -0.2933  -0.0955
N  1.1509  1.9877  -0.0278
C  0.3898  1.0315  -0.2000
H  -3.9287  0.1959  0.3262
C  -2.8929  -0.0145  -0.0753
H  1.6268  -0.5170  0.9417
C  -1.8950  -0.8208  0.1928
C  -0.3961  -2.6285  -0.3138
C  -0.4902  -1.1993  0.0318
O  2.5430  1.5479  0.2537
H  -0.5856  1.5650  -0.7323
H  2.8508  2.5543  1.1149

Its LUMO energy is -0.677 eV. The HOMO-LUMO gap is 7.9 eV.



B) ORCA calculation (ωB97M-V/def2-TZVPD) on an isolated molecule of C5H6N2O.

Cartesian coordinates (Å):
H  -0.0184  2.6527  0.4358
N  -0.4440  0.7708  -0.5769
N  -2.0344  -0.8250  -0.0019
C  1.0557  0.8759  -0.4355
H  -2.6262  -0.2918  -0.6165
O  2.7765  -0.8418  -0.0186
H  -2.2585  -1.7991  0.0469
C  1.6013  -0.5304  -0.1160
C  -0.6875  -0.5313  -0.1649
H  0.0878  1.1584  1.5755
H  1.6595  1.4323  -1.1544
H  0.3475  -2.3378  0.3966
C  0.3810  -1.2943  0.0946
C  0.1599  1.5614  0.5352

Its LUMO energy is 0.857 eV. As for the structure (SMILES): NC1=CC(=O)[C@@H]2CN12. The HOMO-LUMO gap is 9.9 eV.



C) ORCA calculation (ωB97M-V/def2-TZVPD) on an isolated molecule of C5H6N2O.

Cartesian coordinates (Å):
C  -0.1389  -1.0653  0.4128
H  -0.6501  2.1641  0.3923
C  -0.2681  1.1343  0.3012
H  -0.9442  -0.0484  2.1645
H  1.8165  -1.7012  0.0753
H  0.8091  0.1943  2.1595
C  -1.0785  -0.0338  -0.3100
O  -2.1709  -0.1153  -0.8460
N  1.0148  1.2460  -0.3351
N  1.0890  -1.1427  -0.3825
C  -0.0691  0.0643  1.5347
C  1.5301  0.1457  -0.6455
H  2.3514  0.1497  -1.3743
H  -0.5943  -2.0303  0.6154

Its LUMO energy is 0.673 eV. As for the structure (SMILES): O=C1[C@@H]2C[C@H]1N=CN2. The HOMO-LUMO gap is 9.8 eV.



D) ORCA calculation (ωB97M-V/def2-TZVPD) on an isolated molecule of C5H6N2O.

Cartesian coordinates (Å):
C  0.8490  0.4818  1.3844
C  -0.3604  0.3315  -1.9460
H  1.7835  2.1846  0.7678
H  -1.9475  -1.4253  -1.8588
N  1.4772  1.6959  1.5390
C  0.4269  0.8594  -0.8848
N  0.1697  0.0164  0.1702
C  -0.6953  -0.9293  -0.0965
O  -0.6577  -1.6481  0.9478
H  0.6819  -0.3093  2.2791
H  -0.0587  0.5878  -3.1486
C  -1.2869  -0.6220  -1.3975
H  1.0950  1.6619  -1.0475
H  -1.4195  -2.2296  1.1040

Its LUMO energy is 0.392 eV. As for the structure (SMILES): [H]/N=C\n1cccc1O. The HOMO-LUMO gap is 8.2 eV.



Order of stability, best first: B), C), D), A)



A) ORCA calculation (ωB97M-V/def2-TZVPD) on a structure of composition C5H6N2O.

Cartesian coordinates (Å):
H  -1.4934  -0.6992  -1.5304
H  2.4490  -0.3159  0.8584
C  -0.2474  0.4202  -0.2705
C  -1.9236  -0.7400  0.3665
C  0.1526  -0.4445  0.7221
C  1.2283  0.6562  -0.6138
H  -2.8671  -1.2479  0.4989
O  1.8359  0.7544  -1.6190
N  -1.5614  -0.1000  -0.7512
N  -1.1357  -0.7413  1.4271
H  -0.5855  1.3787  0.2396
C  1.5694  0.2795  0.8667
H  0.3583  -1.4461  0.2000
H  1.6545  1.1567  1.5282

Its LUMO energy is 0.848 eV. The HOMO-LUMO gap is 10.4 eV.



B) ORCA calculation (ωB97M-V/def2-TZVPD) on a structure of composition C5H6N2O.

Cartesian coordinates (Å):
H  -0.0279  -1.8505  1.2496
C  -0.0034  0.5245  0.2896
C  1.1562  0.0172  0.8385
C  -0.9444  0.0505  -1.5286
H  2.2781  -0.6159  -1.0591
H  1.8454  0.6636  0.9409
H  1.6317  -1.9194  1.7745
N  -1.1366  1.0003  0.4930
O  -1.8239  0.7739  -0.7754
H  -1.6008  -0.4104  -2.5234
H  0.3052  -1.0222  2.6757
N  1.5107  -0.5524  -0.4363
C  0.2218  -0.0884  -0.8775
C  0.8267  -1.1990  1.7359

Its LUMO energy is 0.909 eV. The HOMO-LUMO gap is 9.5 eV.



C) ORCA calculation (ωB97M-V/def2-TZVPD) on an isolated molecule of C5H6N2O.

Cartesian coordinates (Å):
H  1.1707  -1.9180  0.8920
H  1.2289  1.8692  -1.6583
C  -0.3857  -0.5448  0.3487
C  -0.0200  0.4988  -0.5974
C  0.5043  -1.1770  1.3570
C  -2.1514  0.1215  -0.5767
H  -0.2244  -1.7932  2.0057
O  -3.3304  0.2206  -0.8620
H  1.0436  -0.4147  2.0171
H  1.9678  0.3627  -1.2416
N  -1.6751  -0.7765  0.4091
C  1.2764  1.1085  -0.8647
N  -1.1229  0.8786  -1.2339
H  1.7183  1.5642  0.0048

Its LUMO energy is -1.513 eV. As for the structure (SMILES): CC1=NC(=O)N=C1C. The HOMO-LUMO gap is 8.9 eV.



D) ORCA calculation (ωB97M-V/def2-TZVPD) on an isolated molecule of C5H6N2O.

Cartesian coordinates (Å):
C  -2.0397  0.7291  -0.1608
H  -0.2016  1.9339  -0.2798
H  4.1376  0.3798  0.6710
H  -2.3081  -0.9034  1.4068
H  3.5460  -1.2923  -0.6148
N  1.1769  -0.5434  -0.2190
O  -0.9417  -1.2468  -0.2740
C  -2.2470  -0.6173  0.2305
C  3.2995  -0.2564  -0.0725
C  -0.0704  -0.2244  -0.1439
H  -2.6583  1.6832  -0.2215
N  2.1709  0.4310  0.1465
H  -3.2012  -1.1388  -0.2399
C  -0.6629  1.0657  -0.2287

Its LUMO energy is -0.080 eV. As for the structure (SMILES): C=N/N=C1\C=CCO1. The HOMO-LUMO gap is 8.4 eV.



Order of stability, best first: C), A), D), B)



A) ORCA calculation (ωB97M-V/def2-TZVPD) on a cluster of 2 separate species, C3H11N in total.

Cartesian coordinates (Å):
C  -3.4104  2.3041  -0.3068
C  4.4437  -4.6430  1.0899
H  -0.3668  2.7979  0.1415
H  4.5125  -5.6491  0.6737
H  -0.3086  1.5165  -0.7221
H  -1.9778  1.9864  -1.8679
H  -1.8904  3.5600  -1.1315
H  5.1646  -4.5315  1.9007
H  3.4274  -4.4644  1.4142
C  -2.0334  2.4987  -0.8997
N  -0.9448  1.9690  -0.0464
H  -3.5189  2.7380  0.6845
H  -4.1668  2.6210  -1.0237
H  -3.5846  1.2328  -0.2011
H  4.6544  -3.9364  0.2947

Its LUMO energy (spin up / spin down) is 3.134 / 3.011 eV. Its net charge is -1. Its expectation value of S² is 0.75. Its spin multiplicity is 2. The HOMO-LUMO gap (spin up / spin down) is 1.6 / 8.5 eV.



B) ORCA calculation (ωB97M-V/def2-TZVPD) on a cluster of 2 separate species, C3H11N in total.

Cartesian coordinates (Å):
H  2.5431  -0.7706  0.6727
H  2.5180  0.9528  0.3501
H  -2.3634  0.6990  0.7861
H  1.6756  -0.1921  -0.7008
C  2.5829  -0.0290  -0.1195
C  3.7589  -0.1286  -1.1150
H  -3.4761  0.2507  2.0683
H  -5.0664  -0.3358  0.3900
H  -2.5862  -0.9538  0.9943
N  -4.1830  0.0251  0.0618
H  -4.3700  0.9752  -0.2301
H  4.2976  -1.0705  -1.0085
C  -3.1323  -0.0175  1.0662
H  3.3674  -0.0890  -2.1334
H  4.4336  0.6839  -1.0822

Its LUMO energy (spin up / spin down) is 3.868 / 3.873 eV. Its net charge is -1. Its expectation value of S² is 0.75. Its spin multiplicity is 2. The HOMO-LUMO gap (spin up / spin down) is 2.3 / 9.4 eV.



Order of stability, best first: A), B)